No. 1
Below is a structure of composition C3H5LiOTl at a distorted geometry, with properties calculated with wB97M-V/def2-TZVPD.

Last column: Mulliken charge in e.
Atoms and positions in Å:
C 2.44800 0.26891 -0.77761  -0.261
O 3.06663 -0.82034 -0.82406  -0.613
Li 3.04192 -2.60634 -0.88746  0.936
H 3.17819 1.12190 -0.61957  0.226
Tl -0.01973 0.57548 -1.30277  0.639
C -2.36459 0.62986 0.37589  -0.587
C -1.52617 -0.14077 1.07955  -0.634
H -3.06850 0.19665 -0.33980  0.309
H -2.39744 1.71386 0.51530  0.337
H -1.51160 -1.22756 0.95973  0.320
H -0.84670 0.28835 1.82079  0.328

Values from the calculation:
E: -372.2661 a.u.
net charge: +1
LUMO energy: -4.30 eV
orbital gap: 6.8 eV

***

No. 2
Below is a structure of composition C3H5N at a distorted geometry, with properties calculated with wB97M-V/def2-TZVPD.

Last column: Mulliken charge in e.
Atoms and positions in Å:
C -1.50350 -0.09580 0.12715  0.230
C 0.88994 0.58571 -0.05043  -0.942
C -0.19102 -0.57551 0.17431  -0.277
N -2.59805 0.22305 -0.02407  -0.375
H 1.05618 1.10881 0.84684  0.313
H 1.83073 0.08229 -0.44360  0.294
H 0.35753 1.34772 -0.72499  0.297
H 0.04603 -1.35353 1.06616  0.262
H 0.11217 -1.32274 -0.97137  0.200

Values from the calculation:
E: -171.9959 a.u.
net charge: 0
LUMO energy: 0.54 eV
orbital gap: 11.6 eV
relative energy (zero: lowest compared OMol25 entry of this formula, charge and spin): 1.610 eV

***

Which of these has the highest orbital gap? C3H5N

***

Copy entry 2 word for word.
Below is a structure of composition C3H5N at a distorted geometry, with properties calculated with wB97M-V/def2-TZVPD.

Last column: Mulliken charge in e.
Atoms and positions in Å:
C -1.50350 -0.09580 0.12715  0.230
C 0.88994 0.58571 -0.05043  -0.942
C -0.19102 -0.57551 0.17431  -0.277
N -2.59805 0.22305 -0.02407  -0.375
H 1.05618 1.10881 0.84684  0.313
H 1.83073 0.08229 -0.44360  0.294
H 0.35753 1.34772 -0.72499  0.297
H 0.04603 -1.35353 1.06616  0.262
H 0.11217 -1.32274 -0.97137  0.200

Values from the calculation:
E: -171.9959 a.u.
net charge: 0
LUMO energy: 0.54 eV
orbital gap: 11.6 eV
relative energy (zero: lowest compared OMol25 entry of this formula, charge and spin): 1.610 eV

***

Copy entry 2 word for word.
Below is a structure of composition C3H5N at a distorted geometry, with properties calculated with wB97M-V/def2-TZVPD.

Last column: Mulliken charge in e.
Atoms and positions in Å:
C -1.50350 -0.09580 0.12715  0.230
C 0.88994 0.58571 -0.05043  -0.942
C -0.19102 -0.57551 0.17431  -0.277
N -2.59805 0.22305 -0.02407  -0.375
H 1.05618 1.10881 0.84684  0.313
H 1.83073 0.08229 -0.44360  0.294
H 0.35753 1.34772 -0.72499  0.297
H 0.04603 -1.35353 1.06616  0.262
H 0.11217 -1.32274 -0.97137  0.200

Values from the calculation:
E: -171.9959 a.u.
net charge: 0
LUMO energy: 0.54 eV
orbital gap: 11.6 eV
relative energy (zero: lowest compared OMol25 entry of this formula, charge and spin): 1.610 eV

***

Number 1 is which compound? C3H5LiOTl